18
Properties=species:S:1:pos:R:3:forces:R:3 method="wB97M-V/def2-TZVPD" relative_energy_kj_mol=377.67 smiles="O=c1ccc2cc(O)ccc2o1" e_tot_ev=-15568.684 lumo_energy_ha=-0.0002 homo_ev=-9.4 total_charge=0 max_force_ev_per_a=10.91
O -3.694227 -0.544864 -0.069203 -3.723 -1.199 -0.030
C -2.580456 -0.222186 0.028328 3.373 3.765 -0.291
C -2.212579 1.316624 0.074591 -4.167 -5.417 -0.233
C -0.996260 1.699198 -0.004563 3.058 1.495 0.279
C 0.134321 0.687534 -0.069756 1.806 4.002 0.442
C 1.558831 1.094095 -0.006618 -5.492 -9.419 0.426
C 2.465474 0.074776 0.010761 2.586 1.553 -0.456
O 3.812054 0.563180 -0.035937 -1.349 -1.287 0.175
C 2.115533 -1.270622 -0.003534 -2.831 2.204 0.022
C 0.759349 -1.638711 0.049376 2.379 10.267 -1.572
C -0.144009 -0.606322 -0.034727 -4.446 -3.593 0.924
O -1.608515 -1.068269 0.028332 4.592 -1.317 -0.060
H -3.279000 1.504577 0.059469 0.293 2.652 0.257
H -0.840488 2.781743 0.114456 0.750 -0.501 -0.427
H 1.697458 2.002870 -0.125596 2.089 8.374 -0.670
H 4.357341 -0.086202 0.422846 0.132 0.049 -0.150
H 2.603637 -2.081024 -0.373022 2.869 -1.860 -0.116
H 0.785326 -2.528650 0.253153 -1.919 -9.769 1.480

---

40
Properties=species:S:1:pos:R:3:forces:R:3 method="wB97M-V/def2-TZVPD" e_tot_ev=-103008.020 lumo_energy_ha="0.0253 / 0.0350" homo_ev="-5.3 / -5.3" total_charge=-1 max_force_ev_per_a=3.88
Mo -0.310571 0.708854 1.106616 -0.711 3.304 1.898
S -2.016438 2.706948 4.892694 0.187 -0.114 -0.146
C -1.355463 2.075389 3.521384 -0.375 0.263 0.713
S -1.697376 2.638622 1.938376 0.287 -0.465 -0.579
S -0.237208 0.725766 3.563987 0.278 0.069 -1.371
C 2.777766 -2.455882 0.756920 -0.261 0.140 0.079
C 1.983768 -1.199384 0.901721 -0.458 -0.706 -0.002
N 0.673377 -1.181333 0.873042 0.019 -0.446 -0.318
O 0.055683 -2.411709 0.701215 0.335 -0.058 0.201
C 2.548034 0.112328 0.999174 0.200 0.066 0.098
C 3.993044 0.495869 1.053315 -0.401 0.057 0.041
N 1.544173 0.932711 1.006096 2.386 -0.713 -0.144
O 1.342158 2.183840 1.004524 -0.423 0.456 0.208
H 2.183518 -3.301840 1.094677 0.120 0.002 -0.019
H 3.701590 -2.394964 1.324694 0.101 -0.002 0.014
H 3.012189 -2.600778 -0.297858 0.074 -0.054 -0.065
H -0.642126 -2.245353 0.036643 0.214 0.186 0.100
H 4.587973 -0.137999 0.400857 0.043 -0.018 -0.066
H 4.367879 0.400305 2.074828 0.059 0.015 -0.028
H 4.097806 1.534457 0.743238 0.044 -0.016 -0.007
F 1.311455 2.005901 -4.304497 -0.019 -0.299 0.084
C 0.945881 2.353355 -3.070161 -0.066 0.105 -0.234
F 0.020511 3.300643 -3.172590 -0.193 -0.118 0.156
F 2.012901 2.880134 -2.468862 -0.158 -0.306 0.273
S 0.288246 0.866385 -2.112574 1.545 0.562 -1.506
O -0.532861 1.448345 -1.074233 -0.219 0.548 1.460
O 1.448961 0.161233 -1.673814 0.235 -0.136 -0.369
N -0.584959 0.181307 -3.220958 -0.028 -0.065 0.115
S -1.763629 -0.630316 -2.535051 -0.638 -0.256 0.007
O -1.327553 -1.191749 -1.283180 -0.229 -0.243 0.146
O -2.434308 -1.493835 -3.442218 -0.025 0.131 -0.479
C -3.036439 0.711384 -2.110128 -0.460 0.399 -0.009
F -3.047042 1.099902 -0.841413 0.012 -0.321 -0.117
F -2.805151 1.784706 -2.869421 0.107 0.008 -0.116
F -4.266494 0.281813 -2.397736 0.119 -0.350 -0.085
N -1.901853 -0.325040 1.232341 -1.569 -1.678 0.206
C -2.698536 -1.179690 1.416221 0.099 0.223 -0.119
N -3.627150 -1.985220 1.443021 0.195 1.058 -0.871
C -4.068243 -2.974216 2.130036 -0.249 -0.826 0.518
N -4.543510 -3.880888 2.659073 -0.179 -0.401 0.332

---

9
Properties=species:S:1:pos:R:3:forces:R:3 method="wB97M-V/def2-TZVPD" relative_energy_kj_mol=180.61 smiles="O=C=CBr.O=CBr" e_tot_ev=-147320.996 lumo_energy_ha=-0.0006 homo_ev=-9.1 total_charge=0 max_force_ev_per_a=2.10
O 2.402833 0.198752 1.077759 1.496 -0.153 0.391
C 1.319328 0.384135 1.391641 0.266 0.067 -1.841
C 0.087539 0.561274 1.717212 -0.569 0.228 0.157
Br -1.382539 1.139235 0.720299 0.201 -0.054 0.135
H 0.144096 0.555282 2.762852 -1.217 0.089 1.706
O 1.105071 -0.268123 -1.104317 -0.957 -0.179 -0.769
C 0.145185 -0.699919 -1.615831 0.066 -1.848 0.432
Br -0.781409 -2.477440 -1.045899 0.646 1.051 -0.015
H -0.417554 -0.500665 -2.518659 0.068 0.799 -0.195

---

87
Properties=species:S:1:pos:R:3:forces:R:3 method="wB97M-V/def2-TZVPD" relative_energy_kj_mol=33.19 e_tot_ev=-57165.296 lumo_energy_ha=-0.1253 homo_ev=-10.3 total_charge=+1 max_force_ev_per_a=1.04
Mg -0.110242 0.505426 -0.086582 -0.285 0.273 -0.100
N -3.380702 -1.390461 2.648622 0.117 0.014 0.018
C -2.705719 -0.532502 1.875635 -0.239 -0.015 -0.003
N -1.438911 -0.606770 1.633080 0.485 -0.112 -0.279
C -0.695273 -1.638108 2.198441 -0.021 0.306 -0.177
N 0.587686 -1.667202 2.069195 0.263 -0.770 0.642
N 1.106994 -0.687312 1.292503 -0.179 0.847 -0.503
C 2.213724 -0.150862 1.625548 -0.069 -0.442 0.243
C 2.747668 0.927785 0.793785 0.323 0.384 -0.248
C 4.063612 1.357226 0.899003 -0.160 -0.176 0.106
C 4.490441 2.394744 0.085030 -0.051 0.109 -0.107
C 3.590813 2.978954 -0.793469 0.133 -0.063 0.088
C 2.295762 2.484680 -0.840324 -0.050 0.011 -0.086
N 1.887967 1.481159 -0.074165 -0.096 -0.167 0.103
C -1.378973 -2.666401 2.973333 -0.267 0.066 0.077
C -0.729000 -3.777948 3.511702 0.001 -0.003 0.007
C -1.432097 -4.689903 4.269423 0.115 -0.059 -0.010
C -2.792103 -4.502955 4.513270 -0.053 0.087 -0.041
C -3.451960 -3.409545 3.990372 -0.107 -0.003 -0.002
C -2.746493 -2.496659 3.213930 0.271 -0.147 0.000
H -4.368510 -1.270708 2.799577 -0.053 0.106 -0.042
H -3.275901 0.272135 1.421915 0.012 -0.003 0.010
H 2.745767 -0.447581 2.527248 0.024 -0.146 -0.061
H 4.736050 0.874316 1.595823 -0.008 0.037 0.019
H 5.511555 2.747405 0.140444 -0.004 -0.001 0.003
H 3.883866 3.802069 -1.429033 -0.021 -0.009 -0.013
H 1.553824 2.901769 -1.511419 0.002 0.003 0.025
H 0.330007 -3.896040 3.328984 -0.007 -0.005 -0.006
H -0.925077 -5.551757 4.681233 -0.008 0.012 0.008
H -3.336848 -5.216035 5.116685 -0.001 -0.001 -0.001
H -4.508284 -3.254970 4.175766 0.008 -0.032 0.006
C -0.663600 -0.491876 -6.789758 0.056 0.101 0.063
C 0.799033 -0.691291 -6.365319 -0.102 -0.020 0.025
C 0.968268 -0.617869 -4.836775 -0.039 -0.095 -0.108
C -0.278909 -1.148030 -4.121840 0.048 0.367 0.317
C -1.490138 -0.234798 -4.440481 0.037 0.058 -0.102
C -1.357455 0.448735 -5.810566 0.016 -0.155 -0.040
P -0.008445 -1.219078 -2.284390 0.125 -0.787 0.180
C 1.501076 -2.284045 -1.989153 -0.096 0.209 -0.137
C 2.796703 -1.459380 -1.960841 0.019 -0.154 0.143
C 3.883419 -2.237914 -1.209654 -0.030 -0.015 -0.088
C 3.877852 -3.732105 -1.600635 0.006 0.051 -0.066
C 3.176402 -3.949471 -2.939819 -0.031 -0.057 0.112
C 1.696737 -3.536130 -2.868152 0.134 -0.013 0.020
C -1.366223 -2.326420 -1.636570 0.015 0.270 -0.069
C -2.661705 -1.514435 -1.454974 -0.025 -0.158 0.122
C -3.777444 -2.434574 -0.966595 0.005 0.023 -0.093
C -4.151450 -3.457519 -2.058792 0.057 0.023 -0.010
C -3.007848 -3.668863 -3.061117 -0.029 -0.040 0.136
C -1.645773 -3.660103 -2.368747 -0.040 -0.010 -0.123
H -1.188475 -1.451770 -6.787231 -0.019 0.000 -0.048
H -0.712951 -0.105587 -7.807884 -0.005 -0.035 -0.009
H 1.427287 0.073198 -6.826285 0.012 -0.017 -0.018
H 1.156240 -1.657338 -6.728916 0.038 0.015 0.008
H 1.138289 0.415161 -4.518252 0.035 -0.002 0.003
H 1.850625 -1.190076 -4.556715 0.040 0.038 0.053
H -0.480260 -2.162789 -4.475244 0.001 -0.036 0.041
H -1.600348 0.528775 -3.664870 -0.052 -0.026 0.023
H -2.401517 -0.835247 -4.440470 -0.008 0.012 0.045
H -0.775464 1.369613 -5.721382 -0.021 0.027 -0.006
H -2.345682 0.729578 -6.175869 0.002 0.049 0.036
H 1.333996 -2.615328 -0.954741 -0.013 0.016 0.011
H 2.628249 -0.494603 -1.486469 0.013 0.099 0.005
H 3.138786 -1.252342 -2.974532 -0.037 0.048 -0.040
H 3.717635 -2.139119 -0.132516 0.026 0.005 0.008
H 4.857779 -1.793094 -1.424621 -0.005 -0.004 0.021
H 3.366292 -4.320618 -0.834289 -0.004 -0.006 0.005
H 4.899494 -4.108922 -1.655126 -0.011 -0.030 0.069
H 3.240155 -4.999415 -3.229404 0.024 0.018 -0.047
H 3.694591 -3.380948 -3.716272 -0.013 0.007 -0.018
H 1.116321 -4.359506 -2.448351 0.015 -0.005 -0.045
H 1.332264 -3.369696 -3.884318 -0.065 -0.003 0.011
H -0.997011 -2.564288 -0.628195 -0.026 0.014 0.009
H -2.969066 -1.054907 -2.395154 0.021 0.060 0.036
H -2.489458 -0.699382 -0.749312 -0.037 0.057 -0.125
H -4.656975 -1.850301 -0.686983 0.001 -0.018 0.045
H -3.434041 -2.954060 -0.064076 -0.003 -0.004 0.013
H -5.037565 -3.118795 -2.598251 -0.019 -0.012 0.027
H -4.412893 -4.409814 -1.593400 -0.011 -0.008 -0.018
H -3.035455 -2.892408 -3.829028 0.010 0.000 -0.024
H -3.145662 -4.620828 -3.575671 0.004 0.032 -0.059
H -0.867687 -3.882457 -3.098979 -0.041 -0.018 0.054
H -1.630716 -4.474824 -1.639134 0.066 -0.020 -0.007
C -1.457079 2.068687 -0.509921 0.009 -0.125 -0.015
H -2.007241 1.875778 -1.438679 -0.046 0.056 0.008
H -0.947958 3.029453 -0.646335 -0.054 0.038 0.009
H -2.208257 2.231964 0.272126 -0.027 0.072 -0.021

---

120
Properties=species:S:1:pos:R:3:forces:R:3 method="wB97M-V/def2-TZVPD" e_tot_ev=-65555.105 spin_multiplicity=2 lumo_energy_ha="0.0586 / 0.0571" homo_ev="-0.1 / -7.0" total_charge=-1 max_force_ev_per_a=6.94
C 0.658359 0.780496 -2.431391 -1.390 -0.571 0.687
C -0.310181 0.673656 -1.175811 0.713 2.762 -2.259
C 0.439919 1.085066 0.046689 -0.993 0.539 0.887
O -0.426851 0.784246 1.168019 0.264 -1.355 -0.193
C 0.213679 1.009506 2.384459 0.704 0.259 0.716
N -1.329841 1.808086 -1.324181 0.979 -1.597 -0.268
H 1.361619 -0.052274 -2.436491 0.600 0.402 0.423
H 1.062239 1.790916 -2.494761 0.476 -0.327 0.047
H 0.110489 0.575846 -3.351211 -0.431 0.317 0.034
H -0.666961 -0.356294 -1.179481 -0.472 0.030 0.474
H 0.442999 2.164856 0.195539 0.750 0.153 -1.110
H 1.480559 0.764086 0.000429 0.049 -0.746 0.947
H 0.606439 2.022266 2.474809 0.069 0.308 -0.215
H 1.064099 0.332686 2.466959 0.145 -0.140 0.308
H -0.455831 0.882586 3.235189 -0.189 -0.151 -0.278
H -1.988161 1.716876 -0.563651 -0.091 0.142 0.142
H -1.808301 1.688356 -2.205561 -0.274 -0.319 0.223
C -0.380481 -5.172944 3.298919 0.656 0.745 -0.360
C 1.076219 -5.413724 2.881159 0.498 -0.215 1.348
C 2.131899 -4.419594 3.583829 -0.741 0.577 -2.953
O 1.849789 -3.027054 3.251799 -0.391 -0.556 3.625
C 1.685519 -2.598044 1.953649 0.811 -1.751 -0.893
N 1.569339 -6.775144 3.266089 0.318 0.889 0.256
H -0.587601 -4.102914 3.313859 0.100 0.194 0.359
H -0.546971 -5.603924 4.286159 -0.408 -0.020 -0.137
H -1.040741 -5.518374 2.503419 -0.179 -0.640 0.366
H 1.095209 -5.283754 1.799109 0.542 -0.049 0.004
H 3.131069 -4.614284 3.194139 0.063 -0.403 -0.485
H 2.294149 -4.567464 4.651499 -0.932 0.427 0.191
H 2.196719 -1.643404 1.829399 -0.309 0.008 -0.144
H 0.650639 -2.625234 1.612509 -0.308 0.517 0.124
H 2.178529 -3.382324 1.379239 0.343 0.401 -1.016
H 1.696619 -6.660754 4.261489 0.471 -0.255 0.388
H 0.912249 -7.542074 3.254249 -0.585 0.197 -0.725
C 4.230819 -1.640784 -1.308851 -0.827 0.074 1.131
C 5.306939 -0.695074 -0.546301 -2.334 -3.526 -0.120
O 5.928339 -0.214234 -1.610371 3.232 2.208 -2.749
H 3.620859 -2.345924 -0.744211 -0.147 0.214 0.569
H 4.682989 -2.293854 -2.055271 0.980 0.166 0.321
H 3.534319 -1.113304 -1.960571 -0.187 0.661 0.344
H 5.960499 -1.431764 -0.079121 0.231 0.277 0.480
H 5.068159 0.119456 0.137529 -0.995 -0.423 0.335
H 5.317179 0.310086 -2.133031 0.282 0.304 -0.063
C -3.388091 -2.863624 -1.388321 0.745 1.210 -0.013
C -2.109581 -3.570514 -1.040081 0.657 -1.103 -0.028
O -2.006961 -4.737694 -1.843591 -0.931 -0.930 -1.086
H -4.288761 -3.456314 -1.228331 0.193 0.141 0.227
H -3.414981 -2.417224 -2.382361 0.178 -0.540 -0.425
H -3.346331 -1.949634 -0.795891 -0.675 -0.149 0.470
H -2.135391 -3.872074 0.007059 -0.101 0.044 0.270
H -1.174241 -3.027564 -1.175871 -0.222 0.759 -0.065
H -1.205841 -5.264854 -1.799921 0.200 0.533 0.648
C -0.305871 1.960306 6.384929 0.173 0.759 -1.214
C -0.242821 3.479376 6.021589 -0.197 -0.850 0.698
O -0.448801 3.839156 4.648749 0.040 -0.824 0.839
H -1.207301 1.542736 5.936429 -0.020 -0.253 0.269
H -0.273551 1.840486 7.467839 -0.344 0.122 0.031
H 0.565739 1.424876 6.008479 -0.019 -0.039 -0.252
H 0.703269 3.790916 6.464259 0.134 0.638 -0.465
H -1.046921 3.924616 6.607499 -0.012 0.361 -0.065
H 0.310109 4.305396 4.290599 0.293 0.058 0.021
C -4.688121 1.000006 -1.369131 -0.292 -1.059 0.648
C -5.644691 0.461716 -0.227641 1.499 0.619 -0.132
O -5.305431 -0.871404 0.274949 -1.499 0.917 -1.289
H -4.506021 0.207826 -2.095341 -0.270 -0.212 -0.070
H -3.678351 1.274086 -1.063601 -0.472 0.121 0.393
H -5.128061 1.822206 -1.933521 -0.102 0.138 0.261
H -6.653681 0.571526 -0.625121 -0.172 -1.319 -0.140
H -5.721781 1.184686 0.584439 0.654 -0.008 0.333
H -4.558371 -0.892054 0.877499 0.365 0.906 0.119
C -1.043811 2.917316 -4.819221 0.249 1.322 0.086
C -2.370531 2.884436 -4.128451 0.653 1.640 -1.188
O -2.626001 1.550366 -3.851511 -1.440 -0.818 1.200
H -1.184271 2.173826 -5.603811 1.049 -0.049 -0.131
H -0.231231 2.817006 -4.099671 0.064 -0.847 -0.361
H -0.858581 3.900116 -5.252701 -0.110 0.023 -0.376
H -3.053021 3.424236 -4.784891 -0.820 -0.678 -0.279
H -2.381681 3.552166 -3.266991 0.035 -0.820 0.653
H -2.680861 0.977926 -4.620211 0.069 0.444 -0.257
C -1.882831 -1.289934 4.177709 -0.821 0.298 -0.498
C -2.656311 -1.536944 2.872099 0.441 -1.452 0.512
O -2.785441 -0.446954 2.030479 -0.842 0.881 -0.165
H -2.353451 -0.409434 4.615139 0.466 0.309 0.134
H -0.823191 -1.159424 3.958119 -0.046 0.147 0.296
H -2.022151 -2.078794 4.916889 0.091 -0.287 -0.246
H -3.660491 -1.906044 3.080669 -0.104 0.093 0.125
H -2.157661 -2.323874 2.306249 0.136 -0.506 0.020
H -1.923481 -0.149014 1.730709 0.487 0.283 -0.364
C 0.852879 -3.121244 -3.936271 3.978 0.272 0.089
O 2.099619 -3.006764 -3.871421 -2.198 0.592 -0.260
N -0.081151 -2.212234 -4.225961 -0.680 2.615 -0.923
N 0.242959 -4.248884 -3.697581 -0.860 -3.279 0.688
H -0.976771 -2.614264 -4.463301 0.100 0.672 -0.164
H 0.216799 -1.410924 -4.763751 -0.126 -0.009 0.182
H 0.803229 -5.057434 -3.468551 -0.413 0.120 -0.061
H -0.764001 -4.243274 -3.775661 0.316 -0.961 0.467
C -2.534571 4.472806 0.820209 0.336 0.281 0.945
O -3.152651 4.909076 1.754889 -2.004 1.033 1.123
N -2.785331 4.569656 -0.450921 -2.652 1.585 -3.651
N -1.437021 3.815776 0.976059 3.571 -2.541 2.320
H -2.224801 4.073726 -1.129121 -0.298 0.321 0.015
H -3.499361 5.253236 -0.658261 0.179 -0.333 -0.713
H -0.755421 3.670076 0.245099 -0.153 -0.086 0.457
H -1.287751 3.595236 1.950319 0.843 -0.099 -0.189
C 3.074409 3.571346 -0.509511 -1.502 -2.787 -0.257
O 3.432359 2.502016 -0.986241 0.991 -1.976 -2.069
N 1.936509 4.129656 -0.776901 -3.884 1.952 -2.722
N 3.565209 3.979046 0.580619 3.456 1.911 3.826
H 1.272439 3.709486 -1.411381 0.406 0.037 -0.244
H 1.667979 5.037706 -0.425551 0.048 0.122 0.308
H 3.163929 4.809746 0.991729 0.313 0.041 0.862
H 4.258929 3.364656 0.982339 0.126 0.628 0.381
C 4.804219 2.362756 -4.302741 2.084 1.541 -5.055
O 5.260339 2.485556 -5.476601 -0.731 0.022 1.910
N 4.546869 1.260466 -3.718461 -1.262 -6.453 2.213
N 4.500029 3.310716 -3.472781 -0.059 4.470 -0.048
H 3.910799 1.342986 -2.938281 -0.132 -0.425 0.054
H 4.663369 0.338206 -4.113391 0.009 0.422 -0.350
H 4.270029 3.114856 -2.509021 -0.189 0.397 0.137
H 4.535299 4.217736 -3.915671 -0.066 0.166 0.821